Molecular formula: C32H91N5O17
Method: DFT, wB97M-V/def2-TZVPD

Calculated values
LUMO: 0.018 Eh
SMILES string: COC[C@H](C)N.COC[C@H](C)N.COC[C@H](C)N.COC[C@H](C)N.COC[C@H](C)N.OCCO.OCCO.OCCO.OCCO.OCCO.OCCO
Kohn-Sham gap: 0.3043 hartree
DFT total energy: -2826.36120 Ha

Each line ends with the Mulliken charge.
Positions of all 145 atoms, in Å:
1 C -4.523 -2.281 1.840  -0.62
2 O -4.511 -1.125 2.705  -0.28
3 C -3.904 -1.409 3.918  -1.05
4 C -2.480 -1.909 3.871  0.16
5 C -1.946 -2.045 5.346  -1.54
6 N -1.565 -1.034 3.150  0.88
7 H -4.944 -3.168 2.313  0.56
8 H -3.532 -2.555 1.478  0.16
9 H -5.146 -2.047 0.977  0.08
10 H -3.856 -0.446 4.427  0.31
11 H -4.550 -2.120 4.433  0.41
12 H -2.431 -2.908 3.440  0.52
13 H -0.876 -2.250 5.304  0.22
14 H -2.352 -2.925 5.845  0.45
15 H -2.075 -1.059 5.791  0.36
16 H -1.994 -0.833 2.258  -0.97
17 H -1.639 -0.138 3.610  0.45
18 C 0.819 4.893 -6.068  -0.79
19 O 0.750 4.048 -4.949  -0.32
20 C 1.914 3.204 -4.824  -0.94
21 C 1.814 2.244 -3.592  1.42
22 C 2.217 2.875 -2.202  -1.19
23 N 2.587 1.024 -3.646  -0.48
24 H 1.844 5.066 -6.396  0.33
25 H 0.315 5.846 -5.908  0.24
26 H 0.231 4.433 -6.863  0.28
27 H 1.944 2.593 -5.726  0.41
28 H 2.770 3.862 -4.670  0.36
29 H 0.773 1.920 -3.583  -0.50
30 H 1.537 3.714 -2.060  0.45
31 H 3.163 3.416 -2.242  0.54
32 H 2.157 2.225 -1.329  -0.05
33 H 2.557 0.463 -2.807  -0.15
34 H 3.581 1.163 -3.763  0.31
35 C 1.478 3.417 1.812  -0.54
36 O 2.648 3.841 1.187  -0.17
37 C 3.481 4.696 1.961  -0.95
38 C 2.853 6.114 2.181  0.48
39 C 2.593 6.750 0.794  -1.46
40 N 3.813 6.919 2.896  -0.74
41 H 1.047 2.562 1.291  -0.55
42 H 0.791 4.263 1.795  0.58
43 H 1.659 3.087 2.835  0.41
44 H 3.645 4.088 2.851  0.53
45 H 4.436 4.769 1.439  0.34
46 H 1.899 6.017 2.699  0.34
47 H 3.538 7.013 0.319  0.38
48 H 2.042 7.690 0.842  0.38
49 H 2.045 6.199 0.030  0.25
50 H 4.003 6.422 3.755  0.28
51 H 3.334 7.630 3.431  0.29
52 C -2.110 1.179 -3.108  -1.15
53 O -2.983 0.679 -2.104  -0.28
54 C -3.907 1.626 -1.576  -0.77
55 C -5.008 0.803 -0.707  2.21
56 C -5.765 -0.133 -1.654  -1.37
57 N -6.010 1.658 -0.141  -0.74
58 H -1.523 0.324 -3.444  0.35
59 H -1.300 1.704 -2.602  0.31
60 H -2.500 1.679 -3.995  0.37
61 H -3.326 2.383 -1.050  0.09
62 H -4.453 2.179 -2.340  0.55
63 H -4.410 0.221 -0.007  -1.13
64 H -5.085 -0.752 -2.239  -0.21
65 H -6.386 0.419 -2.360  0.45
66 H -6.488 -0.853 -1.273  0.49
67 H -6.642 1.024 0.327  0.34
68 H -6.650 1.947 -0.867  0.34
69 C -5.593 -6.320 0.370  -0.95
70 O -4.449 -5.557 0.062  -0.30
71 C -4.531 -4.911 -1.146  -0.97
72 C -3.181 -4.284 -1.566  1.25
73 C -3.325 -3.413 -2.833  -1.00
74 N -2.257 -5.383 -1.940  -0.78
75 H -5.671 -7.280 -0.141  0.38
76 H -6.548 -5.858 0.121  0.35
77 H -5.712 -6.599 1.416  0.29
78 H -4.976 -5.516 -1.937  0.50
79 H -5.259 -4.105 -1.063  0.31
80 H -2.717 -3.743 -0.742  -0.14
81 H -2.367 -3.063 -3.216  0.36
82 H -3.932 -2.524 -2.661  -0.21
83 H -3.810 -3.878 -3.691  0.44
84 H -2.647 -6.016 -2.625  0.29
85 H -2.159 -5.982 -1.133  0.24
86 O 0.848 -2.883 3.022  -0.53
87 C 2.012 -2.192 3.198  -0.20
88 C 1.831 -1.035 4.157  -0.50
89 O 1.024 -0.149 3.430  -0.46
90 H 0.226 -2.296 2.585  0.24
91 H 2.789 -2.830 3.619  0.47
92 H 2.305 -1.881 2.196  -0.06
93 H 2.770 -0.525 4.375  0.38
94 H 1.366 -1.304 5.105  0.37
95 H 0.088 -0.282 3.595  0.21
96 O -3.253 2.418 3.844  -0.63
97 C -2.455 2.281 2.663  0.56
98 C -2.446 3.594 1.821  -0.50
99 O -1.582 4.565 2.461  -0.55
100 H -4.159 2.158 3.661  0.38
101 H -1.419 2.045 2.906  -0.12
102 H -2.908 1.420 2.173  0.01
103 H -3.437 3.984 1.588  0.42
104 H -2.042 3.285 0.857  0.17
105 H -1.672 5.341 1.903  0.32
106 O 6.740 -3.015 -2.866  -0.50
107 C 6.686 -1.676 -2.434  -0.50
108 C 5.287 -1.175 -2.667  0.36
109 O 5.264 0.246 -2.605  -0.53
110 H 7.558 -3.062 -3.366  0.31
111 H 6.950 -1.585 -1.380  0.12
112 H 7.441 -1.072 -2.938  0.40
113 H 4.573 -1.516 -1.917  -0.28
114 H 4.951 -1.601 -3.613  0.41
115 H 5.755 0.636 -1.879  0.27
116 O 2.635 -6.091 -0.307  -0.58
117 C 2.267 -4.666 -0.111  -0.74
118 C 3.018 -3.755 -1.121  0.85
119 O 2.182 -3.615 -2.224  -0.65
120 H 2.124 -6.618 0.312  0.32
121 H 1.195 -4.473 -0.150  0.40
122 H 2.620 -4.413 0.889  0.33
123 H 3.959 -4.124 -1.528  0.40
124 H 3.174 -2.758 -0.708  -0.76
125 H 1.753 -4.467 -2.334  0.35
126 O 4.365 1.801 0.765  -0.65
127 C 3.739 0.594 1.106  1.01
128 C 4.701 -0.256 1.874  -0.70
129 O 5.578 -0.853 1.010  -0.57
130 H 3.665 2.442 0.911  0.29
131 H 2.888 0.680 1.782  -0.10
132 H 3.450 0.174 0.143  0.02
133 H 4.245 -1.147 2.306  0.10
134 H 5.247 0.323 2.619  0.33
135 H 5.961 -0.221 0.397  0.32
136 O -1.520 -0.020 0.089  0.65
137 C -0.158 0.090 -0.351  0.60
138 C 0.174 -1.195 -1.275  0.36
139 O 1.500 -1.059 -1.860  -0.33
140 H -2.143 0.050 -0.638  -0.32
141 H 0.039 0.936 -1.010  -0.43
142 H 0.437 0.262 0.546  -0.18
143 H -0.463 -1.311 -2.152  -0.15
144 H 0.121 -2.154 -0.759  -0.11
145 H 1.878 -1.922 -2.045  0.10

Forces on the atoms, in the same order (eV/Å):
-0.26 0.59 -0.07
-0.05 -0.76 -2.02
0.13 0.30 0.66
0.89 -1.10 1.51
0.20 -0.05 -1.66
-0.88 -0.03 -0.14
-0.11 0.01 0.36
0.17 0.16 0.01
0.03 0.16 0.06
-0.30 0.02 0.40
0.09 -0.12 0.57
0.04 -0.02 -0.24
0.09 0.11 -0.20
-0.51 0.54 0.34
-0.25 -0.30 0.70
0.20 0.08 -0.74
-0.14 0.54 0.29
-0.49 -0.30 -0.42
0.35 -0.22 1.14
-0.48 -0.44 0.89
0.48 0.04 1.96
-1.49 1.90 -1.38
0.83 -0.81 -2.09
0.04 0.07 -0.05
0.19 0.07 0.56
0.27 -0.16 -0.49
0.58 -0.08 -0.08
0.38 -0.11 -0.43
-0.25 0.19 0.24
-0.42 0.17 0.54
0.46 -0.61 -0.11
0.09 -0.23 -0.36
-0.74 0.17 0.12
0.11 0.46 -0.19
-0.67 0.50 0.33
0.90 -0.11 -1.22
-0.85 -0.04 0.05
-0.21 -1.06 -1.80
0.12 0.51 -0.28
0.14 0.19 1.47
0.11 0.13 -0.30
-0.45 -0.36 0.30
0.04 0.07 0.30
0.27 0.66 0.79
-0.08 0.18 -0.11
-0.10 -0.15 0.17
0.24 -0.09 0.17
0.00 0.16 0.50
-0.05 -0.70 0.48
0.97 -1.06 0.08
-0.53 1.17 -0.84
1.67 -0.98 0.73
-1.20 0.11 -0.80
-1.08 -0.75 0.71
1.02 0.02 -2.53
0.68 -0.95 -1.18
-0.23 0.63 1.35
-0.42 -0.36 -0.35
-0.27 1.07 -0.18
-0.54 0.19 0.45
-0.23 -0.01 0.71
-0.02 -0.18 -0.51
-0.38 0.20 0.58
0.12 0.09 -0.18
0.27 0.44 -0.19
0.15 0.11 1.02
-0.01 -0.07 0.88
0.31 0.54 -0.58
-0.99 -0.67 0.05
0.08 -1.17 1.43
-0.40 2.15 -0.89
-0.33 -1.75 -1.84
-0.31 0.67 0.34
0.58 0.13 0.81
0.62 -0.15 -0.50
0.06 0.75 -0.19
0.79 0.49 0.23
0.47 -0.56 -0.31
-0.33 0.52 0.18
-0.17 0.12 -0.01
0.16 -0.13 0.34
0.03 0.11 0.28
-0.05 -0.65 0.22
-0.36 0.30 -0.43
0.26 -0.07 0.34
-1.44 -1.64 0.18
1.56 0.04 0.73
-0.01 0.23 -1.01
-0.03 1.90 -0.06
-0.41 0.28 0.07
-0.01 -0.55 -0.19
0.65 0.66 0.20
0.17 -0.04 0.00
0.03 -0.40 0.02
0.07 -0.58 -0.04
0.71 0.22 0.73
-1.46 0.99 -0.11
0.76 -1.34 0.33
-0.95 -0.66 -0.58
0.06 0.00 -0.26
-0.01 0.07 0.34
0.44 0.20 -0.95
-0.21 0.03 0.53
0.39 0.12 -0.28
0.20 0.32 0.15
0.61 -0.31 -0.12
-0.07 0.08 0.53
0.19 0.52 0.90
-0.39 0.41 -1.21
-0.08 -0.56 -0.06
-0.06 -0.24 0.38
-0.27 0.24 -0.45
0.20 -0.48 0.18
-0.10 0.81 -0.31
0.02 -0.44 0.22
-0.55 1.59 -0.56
2.28 -0.71 0.78
-0.43 -1.07 0.73
-0.84 0.21 -1.38
-0.10 0.06 0.08
-0.06 -0.16 -0.26
-0.17 0.14 0.18
0.33 -0.38 0.85
0.03 -0.07 0.28
-0.22 0.02 -0.45
0.33 0.30 0.36
-0.18 -0.39 0.47
-0.49 -0.54 -0.07
2.24 -1.29 -1.67
0.01 1.12 -0.33
-0.52 0.60 -0.22
-0.36 -0.91 0.24
-0.44 0.49 0.54
-0.29 0.26 0.32
0.01 0.27 0.14
0.80 0.12 0.90
-0.72 -1.79 -1.65
1.73 0.63 0.20
-0.64 1.19 1.16
0.08 0.15 -0.73
-0.30 0.35 -0.01
0.25 -0.70 -0.08
-0.83 0.55 0.32
-0.12 0.11 0.54
-0.44 -0.45 -0.28